Computed, not measured: C8H7BrN2O3 in the gas phase, with the ωB97M-V functional and the def2-TZVPD basis.

Last column: Löwdin charge in e.
Positions of all 21 atoms, in Å:
C -2.702 -1.062 -0.425  -0.07
C -2.370 0.295 -0.303  -0.02
C -1.715 -1.999 -0.652  -0.07
C -0.995 0.708 -0.180  0.00
C -0.375 -1.635 -0.553  -0.08
C -0.101 -0.322 -0.272  -0.26
C 1.380 1.461 0.876  -0.58
C 1.383 0.081 -0.011  -0.58
N 1.330 1.239 2.194  0.15
N 2.223 0.416 -1.286  -0.45
O 1.467 2.531 0.342  0.09
O 1.704 1.192 -1.993  0.13
O 3.264 -0.069 -1.409  0.05
Br 2.329 -1.287 0.846  0.95
H -3.699 -1.268 -0.418  0.07
H -3.096 1.116 -0.324  0.11
H -1.971 -3.019 -0.819  0.10
H -0.571 1.657 -0.015  0.09
H 0.249 -2.538 -0.705  0.11
H 1.050 0.301 2.463  0.08
H 1.215 2.200 2.644  0.17

Values from the calculation:
structure (SMILES): NC(=O)[C@@](Br)(c1ccccc1)[N+](=O)[O-]
HOMO-LUMO gap: 10.194 eV
lowest unoccupied orbital energy: 0.48 eV
HOMO: -9.72 eV
energy relative to the best compared isomer or geometry (same formula, charge and spin): 1.4 kcal per mole